one.
Molecular formula: CH4NOP
Method: DFT, ωB97M-V with the def2-TZVPD basis set

Cartesian coordinates (Å):
C  -0.556  1.698  -0.172
N  0.416  -1.116  -0.765
O  0.579  1.550  0.085
P  -1.098  -0.657  -0.139
H  -0.393  -0.584  1.126
H  1.235  -1.121  -0.173
H  0.325  -1.594  -1.638
H  -0.806  2.909  -0.175

Values from the calculation:
HOMO level   -7.66 eV
HOMO-LUMO gap   8.102 eV
LUMO level   0.016 Ha


two.
Molecular formula: CH4NOP
Method: DFT, ωB97M-V with the def2-TZVPD basis set

Cartesian coordinates (Å):
C  -1.753  0.485  0.009
N  -0.619  0.299  -0.481
O  -2.813  0.793  0.240
P  0.591  -0.875  -0.071
H  1.355  1.260  1.384
H  1.563  0.654  0.836
H  0.159  -1.912  -0.882
H  1.517  -0.704  -1.035

Values from the calculation:
HOMO level   -9.43 eV
HOMO-LUMO gap   10.082 eV
LUMO level   0.024 Ha


Order of stability, best first: two, one


one.
Molecular formula: C4H9NO
Method: DFT, ωB97M-V with the def2-TZVPD basis set

Cartesian coordinates (Å):
N  -1.764  -0.407  1.476
C  -0.603  0.392  1.414
C  0.138  0.461  0.306
C  1.481  1.044  0.151
C  2.257  0.991  -0.918
H  -2.600  0.038  1.867
H  -1.918  -1.066  0.713
H  -0.322  0.851  2.441
H  -0.321  0.004  -0.633
H  1.828  1.580  1.022
H  3.209  1.396  -0.858
H  1.885  0.461  -1.812
H  -1.474  -1.592  -2.301
H  -0.437  -2.016  -1.312
O  -1.360  -2.137  -1.556

Values from the calculation:
HOMO level (spin up / spin down)   -14.48 / -15.44 eV
HOMO-LUMO gap (spin up / spin down)   10.199 / 7.698 eV
Spin multiplicity   2
LUMO level (spin up / spin down)   -0.157 / -0.284 Ha
<S²>   0.783
Charge   +1


two.
Molecular formula: C4H9NO
Method: DFT, ωB97M-V with the def2-TZVPD basis set

Cartesian coordinates (Å):
N  0.447  1.648  0.689
C  -0.093  0.912  -0.339
C  0.451  0.295  -1.877
C  0.508  -0.419  -0.634
C  -0.635  -1.529  -0.915
H  0.322  1.283  1.654
H  0.077  2.597  0.656
H  -1.191  0.831  -0.307
H  1.299  0.731  -2.381
H  -0.221  -2.307  -1.555
H  -0.991  -2.026  -0.017
H  -1.401  -0.914  -1.386
H  0.023  -0.385  3.674
H  1.365  -0.673  -0.014
O  0.040  -0.045  2.752

Values from the calculation:
HOMO level (spin up / spin down)   -14.91 / -14.67 eV
HOMO-LUMO gap (spin up / spin down)   8.393 / 6.752 eV
Spin multiplicity   2
LUMO level (spin up / spin down)   -0.239 / -0.291 Ha
<S²>   1.511
Charge   +1


three.
Molecular formula: C4H9NO
Method: DFT, ωB97M-V with the def2-TZVPD basis set

Cartesian coordinates (Å):
C  0.758  1.343  0.451
C  2.041  0.912  0.080
N  3.110  1.647  0.071
H  0.583  2.411  0.457
H  0.079  0.643  0.908
H  2.188  -0.141  -0.147
H  3.102  2.638  0.317
H  3.928  1.302  -0.421
C  -1.807  -1.679  0.500
C  -2.339  -1.903  -0.697
O  -2.820  -0.913  -1.507
H  -1.499  -2.454  1.175
H  -1.708  -0.637  0.790
H  -2.428  -2.910  -1.076
H  -3.187  -0.258  -0.902

Values from the calculation:
HOMO level (spin up / spin down)   -12.16 / -12.15 eV
HOMO-LUMO gap (spin up / spin down)   7.861 / 4.535 eV
Spin multiplicity   2
LUMO level (spin up / spin down)   -0.158 / -0.280 Ha
<S²>   0.761
Charge   +1


Order of stability, best first: one, three, two